Record 1
This record from the Open Molecules 2025 dataset describes a molecular structure, C55H70B2BeF8N8O5. The level of theory is the ωB97M-V functional and the def2-TZVPD basis.

The lowest unoccupied orbital energy is -0.0337 Ha. The HOMO energy comes out at -9.16 eV. The frontier orbital gap is 8.238 eV.

```
! RIJCOSX wB97M-V def2-TZVPD def2/J DEFGRID3
* xyz 0 1
Be -0.28904 -2.88124 -0.37162
B 0.48304 0.15447 -0.24780
F 1.13321 0.79933 -1.30067
F -0.62243 -0.47562 -0.77158
F 1.27566 -0.74173 0.28698
F 0.05281 1.07348 0.72060
B -0.45435 -5.83616 -0.11720
F 0.26553 -6.10602 1.00519
F -1.42086 -4.92055 0.21330
F 0.31028 -5.22649 -1.01385
F -0.95104 -6.96126 -0.65118
N -6.16635 0.76544 -2.34163
C -6.74915 0.24474 -3.37511
C -7.49972 -0.91627 -3.24330
C -7.49834 -1.59026 -1.96577
C -6.72158 -1.14578 -0.95761
C -6.08798 0.02284 -1.13694
H -6.71116 0.72534 -4.34154
H -8.08297 -1.29928 -4.06763
H -8.20514 -2.40521 -1.91373
H -6.74223 -1.70297 -0.03267
H -5.50658 0.48291 -0.35164
N 6.67522 0.38083 2.64440
C 5.81679 -0.39814 3.27923
C 4.39761 -0.32013 3.07057
C 3.91497 0.61723 2.13882
C 4.80494 1.43911 1.44717
C 6.19704 1.24398 1.74002
H 6.32027 -1.09636 3.93145
H 3.68990 -0.96516 3.57006
H 2.89844 0.68829 1.78103
H 4.39702 2.12577 0.72020
H 6.86620 1.92560 1.23602
N -2.98906 1.91579 -3.16409
C -3.79474 2.32573 -4.19459
C -3.40740 2.47559 -5.54882
C -2.05937 2.25678 -5.86725
C -1.18995 1.89447 -4.80402
C -1.64891 1.72813 -3.47954
H -4.80765 2.53798 -3.88576
H -4.16988 2.72184 -6.27296
H -1.75035 2.12484 -6.89365
H -0.14211 1.67909 -4.95252
H -0.99791 1.37451 -2.69369
N -0.22954 -2.40309 2.22149
C -0.62716 -3.51696 2.94389
C -1.10257 -3.47895 4.26821
C -1.19671 -2.26439 4.88036
C -0.71641 -1.14645 4.23162
C -0.23192 -1.23042 2.93594
H -0.60888 -4.50877 2.51682
H -1.28776 -4.40219 4.79710
H -1.54191 -2.34322 5.90066
H -0.72581 -0.20474 4.76028
H 0.20828 -0.39315 2.41479
N 2.12656 7.02009 2.43520
C 2.17827 5.93909 1.55573
C 1.77065 4.65820 1.89815
C 1.42424 4.41286 3.19571
C 1.51903 5.41054 4.19750
C 1.81233 6.74911 3.70777
H 2.55451 6.14709 0.56498
H 1.69004 3.83798 1.20018
H 1.09149 3.42183 3.46691
H 1.54211 5.18901 5.25428
H 1.96230 7.59314 4.36467
N -2.11647 -3.04834 -2.27921
C -2.38311 -4.23812 -2.88025
C -3.35921 -4.35726 -3.88900
C -3.98648 -3.22086 -4.34179
C -3.73765 -1.98329 -3.74747
C -2.79102 -1.96058 -2.77345
H -1.94466 -5.13729 -2.47323
H -3.46468 -5.31281 -4.38113
H -4.67166 -3.17790 -5.17551
H -4.19901 -1.04096 -4.00350
H -2.60599 -0.99406 -2.32846
N 1.04122 -2.47994 -2.62084
C 1.88704 -3.51708 -2.82683
C 2.79074 -3.48078 -3.91552
C 2.84384 -2.47602 -4.83664
C 1.88090 -1.43037 -4.60328
C 0.93619 -1.57737 -3.59640
H 1.95895 -4.38139 -2.18324
H 3.65492 -4.12705 -3.95943
H 3.45983 -2.45880 -5.72357
H 1.93367 -0.63080 -5.32736
H 0.15701 -0.85693 -3.39577
N 1.82023 1.95202 5.58688
C 1.92945 0.69679 5.13402
C 2.18247 -0.46453 5.85934
C 2.41524 -0.21200 7.21382
C 2.40544 1.08266 7.75329
C 2.07304 2.12553 6.94875
H 1.72932 0.61931 4.07556
H 2.42877 -1.41918 5.41846
H 2.73688 -1.00318 7.87487
H 2.78177 1.28957 8.74423
H 2.10531 3.11311 7.38469
C -4.31358 -1.89720 2.17863
C -3.75963 -2.90450 1.19406
O -2.80710 -2.65691 0.44700
C -4.40481 -4.23637 1.21916
H -5.27467 -2.14180 2.63094
H -4.24699 -0.83548 1.94113
H -3.59816 -1.94573 2.99956
H -4.65226 -4.69097 0.25988
H -5.31977 -4.17403 1.80828
H -3.86460 -5.06568 1.67580
C 4.83332 0.22562 -1.68386
C 4.48488 0.61600 -3.08125
O 5.20752 0.28289 -4.01554
C 3.24553 1.56703 -3.37198
H 3.91043 0.39315 -1.12861
H 5.61977 0.88259 -1.31241
H 5.13305 -0.80634 -1.50131
H 2.32864 1.06384 -3.06504
H 3.26258 1.68541 -4.45540
H 3.25298 2.54768 -2.89619
C 3.39817 -4.39748 2.07817
C 3.21202 -3.44880 0.92450
O 2.12216 -3.47080 0.30032
C 4.38290 -2.73180 0.39728
H 3.18501 -4.09729 3.10410
H 4.45681 -4.49924 1.83936
H 2.97286 -5.40108 2.07840
H 5.16159 -2.43186 1.09854
H 4.09888 -2.01381 -0.37209
H 4.88842 -3.57641 -0.07088
C -2.09128 3.13095 0.30807
C -2.47607 2.48779 1.69157
O -3.54776 1.88337 1.78002
C -1.50958 2.49362 2.82797
H -2.28530 4.20348 0.31998
H -2.87043 2.85213 -0.40136
H -1.07185 2.95738 -0.03652
H -0.50476 2.56250 2.41121
H -1.67272 1.68498 3.54043
H -1.65713 3.43949 3.34918
C 1.45299 6.85594 -3.30278
C 0.14907 6.20775 -3.19393
O -0.85973 6.71066 -3.65937
C 0.10766 4.80550 -2.44649
H 1.66859 7.49667 -2.44774
H 1.42741 7.50304 -4.17954
H 2.26461 6.13787 -3.42004
H -0.60804 4.13788 -2.92624
H -0.28239 5.05455 -1.45961
H 1.11448 4.43907 -2.24614
*
```

=====

Record 2
This record from the Open Molecules 2025 dataset describes 10 unconnected molecules or ions with the total composition C55H75BFN12O2. The level of theory is the ωB97M-V functional and the def2-TZVPD basis.

The lowest unoccupied orbital energy is -0.0694 Ha. The HOMO energy comes out at -9.65 eV. The frontier orbital gap is 7.765 eV.

```
! RIJCOSX wB97M-V def2-TZVPD def2/J DEFGRID3
* xyz 1 1
C 1.38448 2.71544 0.89862
C 2.40030 1.90345 0.10111
O 2.40871 0.51929 0.42686
C 1.30808 -0.16234 -0.06481
N 0.28991 -0.23143 0.99868
C 0.67487 -0.33019 2.30342
C -0.45183 -0.40362 3.04915
C -0.52839 -0.52768 4.53152
C 0.00343 0.69597 5.26907
C 1.49074 0.94199 5.06706
F -0.73227 1.82140 4.95276
N -1.50846 -0.35860 2.16076
B -2.94058 -0.44597 2.66391
O -3.67105 -1.57034 2.32642
N -3.41533 0.57608 3.49770
C -3.14627 1.96211 3.07586
C -4.81597 0.41755 3.93228
C -1.04084 -0.26847 0.90937
C -1.84835 -0.26123 -0.33911
C -1.65111 0.97366 -1.22958
C -2.48672 2.16673 -0.83391
C -3.83530 2.04970 -0.50263
C -4.57511 3.18433 -0.18832
C -4.00145 4.45572 -0.20173
C -2.65259 4.58167 -0.52382
C -1.91199 3.44459 -0.84025
H 1.59776 3.77629 0.85294
H 0.38625 2.51892 0.50444
H 1.36013 2.38790 1.93368
H 2.24418 2.07326 -0.96601
H 3.39704 2.26982 0.32570
H 1.60117 -1.16603 -0.35883
H 0.93801 0.34834 -0.94585
H 1.68251 -0.35792 2.65724
H -1.52542 -0.76094 4.89275
H 0.10548 -1.35839 4.82991
H -0.14764 0.50838 6.33157
H 1.66451 1.45451 4.12774
H 1.85815 1.52178 5.90590
H 2.01406 -0.00760 5.11202
H -3.69470 -2.15239 3.09576
H -3.21036 2.62428 3.93575
H -3.90532 2.28669 2.36913
H -2.15772 2.06498 2.64661
H -5.10576 1.30927 4.47873
H -5.47701 0.31625 3.07444
H -4.94030 -0.43785 4.58508
H -1.64514 -1.17785 -0.88857
H -2.89280 -0.29376 -0.04683
H -1.95332 0.68667 -2.23515
H -0.61830 1.28732 -1.30721
H -4.28470 1.06770 -0.52449
H -5.61957 3.07898 0.06508
H -4.57773 5.33752 0.02067
H -2.15811 5.53826 -0.54470
H -0.87162 3.56212 -1.10939
N 6.95312 -0.04697 -0.73695
C 7.48704 0.12955 0.51026
C 6.48194 -0.07085 1.42182
C 5.30446 -0.39640 0.68821
C 5.63153 -0.37214 -0.63867
H 7.45370 0.03163 -1.60120
H 8.52446 0.38357 0.64215
H 6.58218 0.00059 2.49220
H 4.33553 -0.62696 1.08485
H 5.04382 -0.56474 -1.52119
N 1.55753 7.84268 1.30083
C 2.90998 7.98536 1.45041
C 3.34751 6.99429 2.28567
C 2.21105 6.22241 2.65155
C 1.12169 6.76962 2.02602
H 0.97333 8.44002 0.74588
H 3.44235 8.77812 0.95451
H 4.36571 6.84085 2.60209
H 2.19087 5.36536 3.30209
H 0.08181 6.49085 2.03876
N -4.41511 0.47092 -3.77325
C -3.65454 -0.65281 -3.94854
C -4.45779 -1.73862 -3.72529
C -5.75245 -1.25092 -3.39540
C -5.69432 0.11657 -3.44077
H -4.08494 1.41287 -3.87959
H -2.61635 -0.58627 -4.22933
H -4.15241 -2.76777 -3.80631
H -6.62692 -1.83671 -3.16757
H -6.45082 0.86319 -3.27124
N -4.59322 -4.33606 -0.92912
C -4.79230 -5.66593 -0.67445
C -4.71544 -5.85164 0.67890
C -4.45591 -4.58185 1.26159
C -4.39070 -3.66456 0.24419
H -4.59733 -3.91426 -1.83785
H -4.97471 -6.36288 -1.47398
H -4.83275 -6.78946 1.19437
H -4.33668 -4.36786 2.31118
H -4.21898 -2.60559 0.25717
N 7.18751 -0.41205 -4.43269
C 6.39168 0.70214 -4.35108
C 5.22727 0.43374 -5.01621
C 5.31169 -0.89588 -5.50475
C 6.53208 -1.39017 -5.13143
H 8.10594 -0.50375 -4.03960
H 6.71391 1.58655 -3.82783
H 4.40022 1.11417 -5.13137
H 4.55954 -1.42592 -6.06484
H 6.98956 -2.35089 -5.29805
N -7.32687 -3.29158 2.78723
C -6.92029 -3.14316 4.08483
C -8.00663 -3.34141 4.89521
C -9.11295 -3.62468 4.05099
C -8.66000 -3.58858 2.75860
H -6.73081 -3.20187 1.98223
H -5.89531 -2.91185 4.32229
H -8.00876 -3.29244 5.97111
H -10.12351 -3.83353 4.35809
H -9.17136 -3.74947 1.82538
N 4.61897 3.28372 4.70286
C 5.06992 3.78287 5.89482
C 5.86393 2.83037 6.47388
C 5.89735 1.71390 5.59398
C 5.11959 2.02470 4.51099
H 4.01654 3.76829 4.06675
H 4.78975 4.76834 6.22519
H 6.36906 2.92339 7.42018
H 6.43342 0.79113 5.74037
H 4.88427 1.46210 3.62220
N 4.47971 -4.21914 -6.71845
C 4.40210 -4.37842 -5.35864
C 3.59707 -5.45464 -5.10751
C 3.17088 -5.96847 -6.36319
C 3.73234 -5.18780 -7.33607
H 5.00285 -3.50435 -7.18989
H 4.92417 -3.71300 -4.69343
H 3.34085 -5.83397 -4.13269
H 2.52782 -6.81612 -6.53110
H 3.66686 -5.23675 -8.40940
N 1.05770 -1.24115 -6.41647
C 1.59783 -2.48986 -6.57835
C 0.71086 -3.39946 -6.07146
C -0.41181 -2.67153 -5.58834
C -0.16830 -1.34233 -5.81704
H 1.49385 -0.38345 -6.69817
H 2.55975 -2.62062 -7.03723
H 0.85064 -4.46534 -6.05227
H -1.29777 -3.07945 -5.13009
H -0.75971 -0.46586 -5.61207
*
```

=====

Record 3
This record from the Open Molecules 2025 dataset describes a molecular structure, C55H77BrN10O4PSSbSiTeV. The level of theory is the ωB97M-V functional and the def2-TZVPD basis.

The lowest unoccupied orbital energy (alpha / beta) is 0.1310 / 0.1310 Ha. The HOMO energy (alpha / beta) comes out at -0.51 / -0.37 eV. The expectation value of S² is 4.10. The frontier orbital gap (alpha / beta) is 4.071 / 3.934 eV.

```
! RIJCOSX wB97M-V def2-TZVPD def2/J DEFGRID3
* xyz -2 4
V -0.03277 -0.24037 -0.45191
Br -2.34043 2.33752 -12.93558
C -2.07284 2.29924 -11.03241
C -0.77977 2.35921 -10.52608
C -0.59390 2.34588 -9.17076
C -1.69093 2.27587 -8.26205
C -2.99047 2.19775 -8.83521
C -3.17652 2.21030 -10.19249
N -1.56088 2.18986 -6.93916
N -0.37850 2.54338 -6.41572
C 0.03164 2.14192 -5.22820
C 1.15446 2.83966 -4.70298
C 1.73507 2.48037 -3.52086
C 1.28638 1.38208 -2.78008
O 1.98868 0.96161 -1.64582
C 0.11323 0.72521 -3.14782
N -0.45318 -0.20346 -2.29764
C -1.51278 -0.88644 -2.76789
C -2.11782 -0.65580 -3.97844
C -1.63644 0.36623 -4.79576
C -0.51425 1.07586 -4.39834
H 0.06362 2.40691 -11.20613
H 0.40052 2.37409 -8.74959
H -3.84352 2.13126 -8.17473
H -4.17393 2.15310 -10.61097
H 1.52548 3.68337 -5.26820
H 2.54355 3.06741 -3.12139
H -1.91771 -1.63906 -2.10354
H -2.96248 -1.25782 -4.28153
H -2.10538 0.61200 -5.73374
N -1.86358 -4.92222 7.59943
C -1.87805 -3.79686 6.77183
C -2.96660 -3.55957 5.93357
C -2.99599 -2.43186 5.13413
C -1.95262 -1.52980 5.17747
C -0.89367 -1.73296 6.04081
C -0.84127 -2.86893 6.82561
S -1.93516 -0.09351 4.09056
O -1.31497 0.94759 4.88374
O -3.31823 0.17756 3.75185
N -1.02321 -0.34921 2.77805
C -1.72172 -0.99761 1.83340
N -1.60301 -0.59398 0.51914
C -2.80362 -0.63822 -0.10626
C -3.84550 -1.45108 0.29626
C -3.60268 -2.22653 1.42115
N -2.58493 -1.92058 2.22197
H -2.42613 -5.68468 7.24911
H -0.93687 -5.21730 7.87000
H -3.77664 -4.27792 5.91530
H -3.80551 -2.22940 4.45434
H -0.11669 -0.98916 6.08445
H 0.00584 -3.05682 7.47207
H -2.90660 0.01103 -0.96568
H -4.78041 -1.49216 -0.24434
H -4.24326 -3.03710 1.74070
O -0.45475 2.11856 -0.57984
P -1.35683 3.27286 -0.46130
N -0.45847 4.63923 -0.05405
C 0.97614 4.64380 -0.27694
C 1.21282 5.81864 -1.21849
C 0.20155 6.84473 -0.70924
C -0.97128 5.99265 -0.19111
N -2.30833 3.69839 -1.79262
C -1.62029 4.14388 -3.00172
C -2.70120 4.10319 -4.09501
C -3.82183 3.23000 -3.50662
C -3.19333 2.63310 -2.25002
N -2.56118 3.00382 0.64992
C -3.53626 4.01080 1.00109
C -3.11021 4.48759 2.39073
C -2.61839 3.19533 3.04550
C -2.17848 2.30877 1.87302
H 1.28671 3.68823 -0.69083
H 1.49288 4.80914 0.67764
H 0.98266 5.52558 -2.24151
H 2.23612 6.18649 -1.18414
H -0.11728 7.54363 -1.48113
H 0.63591 7.42069 0.11067
H -1.82225 6.01210 -0.87733
H -1.31616 6.36640 0.78096
H -0.79402 3.47181 -3.25865
H -1.21678 5.14913 -2.85955
H -2.30015 3.67251 -5.01060
H -3.06754 5.10684 -4.31868
H -4.14013 2.45853 -4.20347
H -4.68556 3.84025 -3.23422
H -2.61658 1.73729 -2.51054
H -3.91591 2.38801 -1.47108
H -4.52698 3.53939 1.05833
H -3.55613 4.79662 0.24568
H -3.92617 4.95957 2.93970
H -2.29015 5.20181 2.30160
H -3.43015 2.69350 3.57035
H -1.81204 3.35180 3.75872
H -2.70766 1.35754 1.93284
H -1.10637 2.09950 1.87000
C 1.94950 2.15112 3.84374
C 1.67876 0.69896 4.20261
Sb 1.67177 -0.59865 2.41948
C 3.89210 -0.98441 2.61402
C 4.51200 -1.41329 3.93202
C 0.95981 -2.48160 3.33782
C 1.91261 -3.43500 4.03825
H 1.77241 2.79852 4.70625
H 1.27428 2.46921 3.04833
H 2.97918 2.29931 3.51265
H 0.68005 0.63183 4.62019
H 2.39970 0.35349 4.94521
H 4.31099 -0.01992 2.32466
H 4.16864 -1.69377 1.83620
H 3.93245 -1.05153 4.77921
H 5.52588 -1.01765 4.03259
H 4.56966 -2.49557 4.00286
H 0.44417 -3.01237 2.53336
H 0.20164 -2.15402 4.04219
H 2.65653 -3.83054 3.34601
H 1.35073 -4.28089 4.44990
H 2.42097 -2.93947 4.86482
C 0.91823 -8.66093 -2.10747
C 1.07001 -7.21372 -1.72814
C 2.24935 -6.71975 -1.19620
C 2.38885 -5.38481 -0.84534
C 3.69290 -4.93446 -0.26175
C 1.32879 -4.48237 -1.02047
Te 1.50155 -2.43876 -0.23772
C 0.14270 -4.98370 -1.56869
C -1.00717 -4.05897 -1.80282
C 0.02532 -6.32072 -1.91256
H 1.71849 -9.26156 -1.67752
H 0.94842 -8.77134 -3.19333
H -0.03751 -9.05144 -1.75694
H 3.08322 -7.39557 -1.04181
H 4.43300 -5.73282 -0.29195
H 3.54350 -4.62356 0.77266
H 4.06401 -4.07036 -0.81227
H -1.18554 -3.45326 -0.91084
H -1.91590 -4.59937 -2.05940
H -0.75202 -3.38548 -2.62175
H -0.90801 -6.68630 -2.32470
C 3.57976 2.25786 0.34049
Si 3.56344 1.21025 -1.26171
C 4.48612 -0.44584 -1.05234
C 4.69248 2.12901 -2.52857
H 3.61532 3.32592 0.13618
H 4.44170 2.01654 0.95373
H 2.68326 2.05413 0.92510
H 5.54570 -0.26364 -0.89956
H 4.37536 -1.09220 -1.91815
H 4.12014 -0.99243 -0.19263
H 5.73472 1.91523 -2.30760
H 4.57688 3.20921 -2.49840
H 4.50020 1.80291 -3.54657
*
```